--- one ---
The following is a quantum chemistry calculation of a 2-piece molecular cluster, C3H10O2 overall, from the Open Molecules 2025 dataset.

Values from the calculation:
E_HOMO = -10.18 eV
SMILES = CC(C)O.O

Bonds (Å) are listed after each position.
Positions of all 15 atoms, in Å:
1 H -1.43 1.79 -1.32  C14 1.037
2 C -1.10 -0.65 0.19  C3 1.519, H7 1.159, H13 1.083, H15 1.069
3 C -0.11 0.43 -0.24  C2 1.519, O8 1.459, H12 1.169, C14 1.551
4 H 0.91 -0.81 -1.29  O8 0.984
5 H 0.12 1.96 -1.94  C14 1.138
6 H -0.28 2.62 -0.50  C14 1.004
7 H -0.74 -1.73 0.39  C2 1.159
8 O 1.18 -0.06 -0.71  C3 1.459, H4 0.984
9 H 2.42 -1.42 1.69  O11 0.953
10 H 0.94 -1.51 1.81  O11 1.001
11 O 1.74 -2.09 1.68  H9 0.953, H10 1.001
12 H 0.13 0.83 0.83  C3 1.169
13 H -1.62 -0.35 1.08  C2 1.083
14 C -0.45 1.75 -0.98  H1 1.037, C3 1.551, H5 1.138, H6 1.004
15 H -1.70 -0.75 -0.69  C2 1.069


--- two ---
The following is a quantum chemistry calculation of a 2-piece molecular cluster, C3H10O2 overall, from the Open Molecules 2025 dataset.

Values from the calculation:
E_HOMO = -9.82 eV
SMILES = CCOC.O

Bonds (Å) are listed after each position.
Positions of all 15 atoms, in Å:
1 H 1.21 -2.46 1.20  C3 1.103
2 H 0.82 -1.46 2.63  C3 1.103
3 C 1.10 -1.43 1.57  H1 1.103, H2 1.103, H6 1.103, O9 1.423
4 H -0.67 0.45 2.35  C15 1.107
5 H -1.26 2.28 0.68  C14 1.103
6 H 2.08 -0.92 1.48  C3 1.103
7 H -2.14 0.76 0.32  C14 1.103
8 H -0.07 -0.27 -5.32  O13 0.984
9 O 0.04 -0.80 0.86  C3 1.423, C15 1.435
10 H 0.48 0.08 -3.90  O13 0.984
11 H -0.71 1.22 -0.66  C14 1.103
12 H 0.71 1.15 1.45  C15 1.107
13 O -0.26 -0.37 -4.36  H8 0.984, H10 0.984
14 C -1.14 1.23 0.36  H5 1.103, H7 1.103, H11 1.103, C15 1.540
15 C -0.20 0.53 1.35  H4 1.107, O9 1.435, H12 1.107, C14 1.540


--- three ---
The following is a quantum chemistry calculation of a 2-piece molecular cluster, C3H10O2 overall, from the Open Molecules 2025 dataset.

Values from the calculation:
E_HOMO = -9.97 eV
SMILES = CC(C)O.O

Bonds (Å) are listed after each position.
Positions of all 15 atoms, in Å:
1 H 1.45 -1.52 -0.67  C14 1.116
2 H 0.10 0.33 0.25  C7 1.148
3 H -0.01 -2.25 -0.38  C14 1.109
4 H -1.76 3.92 -3.43  O5 0.997
5 O -1.24 3.45 -4.14  H4 0.997, H11 0.986
6 H 1.15 -2.70 0.93  C14 1.178
7 C 0.18 -0.61 0.90  H2 1.148, O10 1.500, C12 1.556, C14 1.538
8 H 0.27 0.49 2.75  C12 1.101
9 H -1.67 -1.23 0.36  O10 0.969
10 O -1.29 -0.79 1.14  C7 1.500, H9 0.969
11 H -2.00 3.43 -4.76  O5 0.986
12 C 0.96 -0.14 2.16  C7 1.556, H8 1.101, H13 1.115, H15 1.050
13 H 1.27 -1.05 2.73  C12 1.115
14 C 0.83 -1.82 0.21  H1 1.116, H3 1.109, H6 1.178, C7 1.538
15 H 1.76 0.50 1.94  C12 1.050


Quick one: least stable of them? one


--- one ---
The following is a quantum chemistry calculation of a 2-piece molecular cluster, C2H3N3 overall, from the Open Molecules 2025 dataset.

Values from the calculation:
E_HOMO = -10.11 eV

Bonds (Å) are listed after each position.
Positions of all 8 atoms, in Å:
1 H 0.82 0.83 -1.81  no bonds
2 C 0.16 -0.05 0.60  C3 1.415, N5 1.265, H7 1.197
3 C 1.16 0.70 -0.06  C2 1.415, N6 1.361, N8 1.428
4 H -0.36 -1.45 1.80  N5 1.025
5 N 0.42 -1.13 1.21  C2 1.265, H4 1.025
6 N 2.50 0.69 0.13  C3 1.361, N8 1.253
7 H -0.95 0.33 0.37  C2 1.197
8 N 1.96 1.79 0.40  C3 1.428, N6 1.253


--- two ---
The following is a quantum chemistry calculation of one molecule with the formula C2H3N3, from the Open Molecules 2025 dataset.

Values from the calculation:
E_HOMO = -10.18 eV
SMILES = c1cn[nH]n1

Bonds (Å) are listed after each position.
Positions of all 8 atoms, in Å:
1 N -0.65 -1.05 0.17  N3 1.404, H5 1.022, N7 1.437
2 H -0.04 1.55 -1.33  C8 1.046
3 N 0.30 -0.65 1.13  N1 1.404, C6 1.330
4 H 1.43 1.18 1.10  C6 1.150
5 H -0.88 -2.03 0.00  N1 1.022
6 C 0.68 0.49 0.56  N3 1.330, H4 1.150, C8 1.416
7 N -0.85 -0.24 -0.99  N1 1.437, C8 1.353
8 C -0.01 0.76 -0.64  H2 1.046, C6 1.416, N7 1.353


--- three ---
The following is a quantum chemistry calculation of one molecule with the formula C2H3N3, from the Open Molecules 2025 dataset.

Values from the calculation:
E_HOMO = -8.63 eV

Bonds (Å) are listed after each position.
Positions of all 8 atoms, in Å:
1 N -0.47 0.63 -0.01  C4 1.340, N5 1.406, H8 1.014
2 H 1.47 1.16 -0.31  N5 1.016
3 N 0.32 -1.45 -0.05  C4 1.312, C7 1.382
4 C -0.74 -0.68 -0.16  N1 1.340, N3 1.312, H6 1.083
5 N 0.89 0.66 0.35  N1 1.406, H2 1.016, C7 1.390
6 H -1.74 -1.04 -0.34  C4 1.083
7 C 1.40 -0.63 0.25  N3 1.382, N5 1.390
8 H -1.13 1.35 0.27  N1 1.014


--- four ---
The following is a quantum chemistry calculation of one molecule with the formula C2H3N3, from the Open Molecules 2025 dataset.

Values from the calculation:
E_HOMO = -10.41 eV
SMILES = c1c[nH]nn1

Bonds (Å) are listed after each position.
Positions of all 8 atoms, in Å:
1 H -0.32 1.76 -0.46  C2 1.078
2 C -0.10 0.71 -0.28  H1 1.078, C4 1.345, N8 1.394
3 H -1.25 0.35 0.87  N8 1.043
4 C 1.00 -0.05 -0.13  C2 1.345, H5 1.075, N6 1.387
5 H 2.03 0.23 -0.08  C4 1.075
6 N 0.58 -1.36 0.05  C4 1.387, N7 1.269
7 N -0.69 -1.40 0.12  N6 1.269, N8 1.403
8 N -1.20 -0.11 -0.07  C2 1.394, H3 1.043, N7 1.403


Quick one: least stable of them? one


--- one ---
The following is a quantum chemistry calculation of one molecule with the formula C2HFN2O, from the Open Molecules 2025 dataset.

Values from the calculation:
E_HOMO = -10.80 eV
SMILES = Fc1nnco1

Bonds (Å) are listed after each position.
Positions of all 7 atoms, in Å:
1 N 0.46 -0.19 -1.25  C4 1.290, N5 1.399
2 C -0.95 0.14 0.30  N5 1.285, O6 1.332, F7 1.297
3 H 2.11 -0.23 0.10  C4 1.069
4 C 1.07 -0.13 -0.12  N1 1.290, H3 1.069, O6 1.359
5 N -0.90 -0.01 -0.98  N1 1.399, C2 1.285
6 O 0.22 0.08 0.93  C2 1.332, C4 1.359
7 F -2.01 0.34 1.03  C2 1.297


--- two ---
The following is a quantum chemistry calculation of a 2-piece molecular cluster, C2HFN2O overall, from the Open Molecules 2025 dataset.

Values from the calculation:
E_HOMO = -10.35 eV
SMILES = N#CC#[N+][O-].F

Bonds (Å) are listed after each position.
Positions of all 7 atoms, in Å:
1 N -0.11 -0.45 2.51  C4 1.171
2 F -0.08 -1.44 -1.05  H6 0.998
3 O 0.27 2.19 -1.35  N7 1.167
4 C 0.04 -0.06 1.42  N1 1.171, C5 1.327
5 C 0.18 0.54 0.25  C4 1.327, N7 1.166
6 H -0.49 -2.29 -1.36  F2 0.998
7 N 0.19 1.50 -0.41  O3 1.167, C5 1.166


Quick one: least stable of them? two